(1)
# C44H42ClF9N8O12S

A cluster of 6 separate species, C44H42ClF9N8O12S in total (the ωB97M-V functional and the def2-TZVPD basis, OMol25).

Element x y z (Å)
Cl (7.66458, 6.43494, -2.93196)
S (-3.29520, 4.98348, -1.72054)
F (-3.50661, 5.34219, -0.18792)
F (-3.74974, 2.44353, -1.10926)
F (-2.08416, 3.33638, -0.06162)
F (-3.14115, 4.66054, -3.26351)
F (-3.75980, 6.43694, -2.09597)
F (-1.80372, 5.50625, -1.64280)
F (-4.81088, 4.51433, -1.78984)
F (-0.81516, 3.35461, -2.77669)
F (-2.47655, 2.03877, -3.26706)
O (-11.05436, 1.06754, -1.12501)
O (3.35996, 3.45266, 3.18479)
O (-0.95044, 1.15145, 9.45047)
O (-3.27620, -1.30105, 1.66470)
O (5.49531, -9.30390, -4.77126)
O (-2.53019, 1.23668, 7.99206)
O (3.11919, 2.58330, 1.25930)
O (-3.96051, -2.14220, 3.52301)
O (5.02615, -1.74235, 1.31901)
O (3.60704, -1.46496, -0.26934)
O (4.89076, -7.37411, -4.03958)
O (-12.14841, 1.88360, -2.78882)
N (4.50685, -2.08084, 0.27664)
N (-1.53800, 0.72722, 8.47772)
N (2.29759, 4.77488, -1.03270)
N (-3.68136, -1.20097, 2.80565)
N (-11.17880, 1.83307, -2.05939)
N (6.04851, 0.35804, -1.86524)
N (4.71450, -8.56729, -4.20913)
N (3.96516, 3.16622, 2.23962)
C (5.35963, 4.94962, -2.75945)
C (-1.17993, -2.13495, 6.11956)
C (-10.20148, 3.67439, -3.36571)
C (4.98589, -3.30963, -0.37168)
C (3.44300, 2.42204, -1.16450)
C (3.46661, -9.15272, -3.68739)
C (-4.10390, 2.67875, 4.40542)
C (1.15779, -10.24946, -2.69543)
C (-1.01615, -0.49506, 7.83868)
C (0.18247, 1.71754, -0.69543)
C (0.55719, -2.27637, 7.78461)
C (-0.07527, -2.78372, 6.65648)
C (-3.83336, 0.15365, 3.36448)
C (-9.16332, 4.56099, -3.60389)
C (-1.01122, 1.34042, -1.58436)
C (5.97893, -4.04406, 0.24938)
C (-10.07209, 2.77138, -2.32685)
C (4.87012, -4.85858, -2.17547)
C (1.39266, -8.88820, -2.55240)
C (-3.66050, 2.51151, 3.09974)
C (3.25346, -10.50969, -3.84544)
C (2.80494, 3.74741, -1.09342)
C (4.42387, -3.69174, -1.57622)
C (-4.27816, 0.29511, 4.66598)
C (-8.94643, 2.71938, -1.52588)
C (4.70497, 2.58546, -2.07906)
C (5.47219, 1.33626, -2.01936)
C (-1.65718, -0.97787, 6.71413)
C (-2.67950, 3.23562, -1.25513)
C (2.55766, -8.32754, -3.05057)
C (2.08478, -11.05717, -3.34113)
C (5.98671, 6.26321, -2.31239)
C (3.90382, 1.96890, 0.24055)
C (-3.52318, 1.23964, 2.56901)
C (5.86212, -5.61804, -1.56750)
C (6.41533, -5.20909, -0.36060)
C (-1.71707, 2.50266, -2.25027)
C (5.56910, 3.82146, -1.74783)
C (-7.91509, 3.61056, -1.77634)
C (0.08814, -1.11974, 8.38747)
C (-8.02387, 4.53082, -2.81058)
C (-4.40881, 1.57254, 5.18860)
C (2.46672, 1.42283, -1.83812)
C (1.40534, 0.80461, -0.92326)
H (0.56618, -0.71052, 9.26474)
H (-3.18061, 1.09541, 1.55523)
H (1.94246, 1.95990, -2.63654)
H (-7.21661, 5.22673, -2.99749)
H (-7.02615, 3.58742, -1.16211)
H (4.28984, 5.11728, -2.91416)
H (1.81931, 0.49698, 0.03505)
H (-1.67415, -2.52809, 5.24074)
H (0.29411, -3.68956, 6.19405)
H (0.24841, -10.68296, -2.30086)
H (7.18995, -5.79961, 0.10938)
H (-4.20886, 3.67400, 4.81624)
H (1.41793, -2.78311, 8.19913)
H (-4.51527, -0.57389, 5.26187)
H (1.06619, -0.12172, -1.39497)
H (-11.09505, 3.68133, -3.97141)
H (3.79599, 0.88986, 0.34074)
H (6.62380, 3.53787, -1.76553)
H (3.65504, -3.08747, -2.03336)
H (-3.42138, 3.37166, 2.48864)
H (6.20301, -6.52922, -2.03937)
H (1.89930, -12.11666, -3.45199)
H (0.45621, 2.76432, -0.82481)
H (2.75869, -7.27196, -2.94537)
H (6.39873, -3.71032, 1.18632)
H (0.66894, -8.26085, -2.05043)
H (3.05035, 0.63500, -2.31966)
H (6.08602, 6.29600, -1.22933)
H (-0.11326, 1.62177, 0.35050)
H (4.95374, 2.22209, 0.40636)
H (-8.88140, 1.99738, -0.72587)
H (4.34734, 2.68766, -3.10906)
H (5.77650, 4.63907, -3.71982)
H (5.35841, 4.17499, -0.73519)
H (3.98588, -11.12062, -4.35124)
H (5.42661, 7.12552, -2.65963)
H (-4.74326, 1.70193, 6.20824)
H (-2.51345, -0.46109, 6.31204)
H (-0.67071, 0.73757, -2.43238)
H (-9.24607, 5.27735, -4.40985)
H (4.44729, -5.17805, -3.11670)
H (-1.74157, 0.73131, -1.04990)

Calculated values
LUMO level: -0.85 eV
electronic energy: -130597.4860 eV
SMILES: N#C[C@H](CCCCl)[C@@](C#N)(CCCCC(F)(F)C(F)(F)S(F)(F)(F)(F)F)CON=O.O=[N+]([O-])c1ccccc1.O=[N+]([O-])c1ccccc1.O=[N+]([O-])c1ccccc1.O=[N+]([O-])c1ccccc1.O=[N+]([O-])c1ccccc1
orbital gap: 0.340 Ha
molecular weight: 1113.37 Da

---

(2)
# C7H17NO3S

A structure of composition C7H17NO3S at a distorted geometry (the ωB97M-V functional and the def2-TZVPD basis, OMol25).

Element x y z (Å)
S (2.47641, -0.52727, 0.34311)
O (2.41069, -0.85835, -1.32940)
O (3.36838, 0.57898, 0.51719)
O (3.41190, -1.87380, 0.81665)
N (0.67137, 0.86108, -0.18796)
C (0.32566, 3.30505, -0.02046)
C (-0.84558, -1.79846, -1.00074)
C (-0.17030, -1.41099, 1.38476)
C (1.12381, 2.08697, -0.65549)
C (-2.54695, -0.76818, 0.46449)
C (-0.54803, 0.64948, -0.23594)
C (-0.98472, -0.73630, 0.20180)
H (2.19159, 2.17613, -0.49402)
H (1.00472, 4.04759, 0.39572)
H (-0.47137, 3.67978, -0.66778)
H (0.59238, -1.99648, 0.89615)
H (-1.25173, -1.13664, -1.73965)
H (1.06090, 2.10057, -1.67088)
H (-3.03635, -1.71593, 0.56632)
H (0.26120, -0.64749, 2.06203)
H (-0.88210, -2.07695, 1.90814)
H (0.18628, -1.94435, -1.18393)
H (-3.09531, -0.22587, -0.45187)
H (-0.27774, 2.87144, 0.78911)
H (-1.30207, 1.31238, -0.48968)
H (-2.72937, -0.10797, 1.36335)
H (4.21024, -1.55421, 1.35093)
H (-1.46920, -2.61488, -0.83207)
H (1.56731, -1.22492, -1.58760)

Calculated values
LUMO level: 0.58 eV
electronic energy: -25999.2795 eV
energy above the lowest of the compared OMol25 structures with the same formula, charge and spin: 58.7 kcal per mole
orbital gap: 0.344 Ha
molecular weight: 195.28 Da

---

(3)
# C30H27BrN5O6Ru

A structure of composition C30H27BrN5O6Ru (the ωB97M-V functional and the def2-TZVPD basis, OMol25).

Element x y z (Å)
Ru (-0.24032, 0.47196, 0.01450)
Br (-3.10841, 4.07925, -4.69263)
O (-0.65978, 0.26739, -2.22063)
O (-5.52956, 3.78539, 3.04358)
O (-2.02116, -0.80723, 6.47247)
O (0.93492, 2.31902, -0.90191)
O (-0.63739, -1.68087, 1.23169)
O (-0.51876, 3.17730, 0.56536)
N (-0.55020, 6.38484, -2.44100)
N (-2.30161, 0.95429, 0.58834)
N (1.17816, -1.12929, -0.53354)
N (1.48024, -2.01708, 0.38770)
N (-0.04547, 0.88055, 2.22104)
C (3.22731, -1.89225, -1.64293)
C (0.82927, -3.11211, 2.42755)
C (2.39205, -4.46302, 3.66705)
C (-1.42638, 5.96616, -3.34444)
C (0.95712, 0.49393, 3.00562)
C (0.33196, 0.30368, -2.97276)
C (-0.75809, -0.19069, 6.30681)
C (-3.20563, 1.37410, -0.29794)
C (-0.15005, -3.38775, 3.37861)
C (0.78682, 0.15769, 4.33316)
C (-1.27237, 0.99554, 2.75240)
C (0.20651, 1.04727, -4.27971)
C (-0.41613, 4.17194, -1.55214)
C (-1.32752, 3.72846, -2.50151)
C (0.49545, -2.19793, 1.30475)
C (-4.17046, 2.30870, 0.01061)
C (-3.31431, 2.35103, 2.23460)
C (-1.52296, 0.68250, 4.08067)
C (0.14174, -4.19035, 4.46789)
C (-2.34826, 1.43964, 1.84055)
C (2.10046, -3.66323, 2.57277)
C (0.05901, 3.15652, -0.53125)
C (1.96038, -1.08371, -1.62683)
C (-4.22848, 2.81643, 1.30460)
C (-0.06009, 5.51363, -1.56434)
C (-0.48658, 0.23099, 4.88410)
C (-5.22788, 3.87632, 1.66368)
C (1.41538, -4.72472, 4.61800)
C (1.59335, -0.33898, -2.73165)
C (-1.83824, 4.64408, -3.39985)
H (1.62489, -0.18166, 4.92881)
H (2.98617, -2.94818, -1.52145)
H (1.93456, 0.45419, 2.53864)
H (-3.14414, 0.92097, -1.28027)
H (-3.32766, 2.72829, 3.24761)
H (-2.52679, 0.75817, 4.47824)
H (0.98136, 1.81275, -4.34660)
H (-1.13497, -2.95923, 3.23917)
H (-6.11299, 4.50909, 3.28380)
H (-4.86894, 2.63965, -0.74769)
H (-4.78741, 4.85246, 1.42403)
H (0.05058, -0.83915, 6.65933)
H (-1.61649, 2.68622, -2.53044)
H (-1.80517, 6.70250, -4.04364)
H (-6.12463, 3.75559, 1.04768)
H (3.85811, -1.60663, -0.80040)
H (1.64299, -5.34961, 5.47230)
H (3.77214, -1.75097, -2.57330)
H (-0.78068, 0.69593, 6.94392)
H (3.38466, -4.88040, 3.77697)
H (0.33938, 0.35490, -5.11322)
H (2.31574, -0.28812, -3.53433)
H (2.84931, -3.44806, 1.82383)
H (-0.77444, 1.51117, -4.34930)
H (-0.62030, -4.40505, 5.20814)
H (-2.06927, -1.58127, 5.90241)
H (0.64174, 5.91043, -0.83963)

Calculated values
multiplicity: 6
<S²>: 8.786
LUMO level (spin up / spin down): -0.09 / -1.55 eV
electronic energy: -123906.6519 eV
energy above the lowest of the compared OMol25 structures with the same formula, charge and spin: 22.8 kcal per mole
orbital gap (spin up / spin down): 0.258 / 0.238 Ha
molecular weight: 734.55 Da

---

(4)
# C51H128N8O3S

A cluster of 9 separate species, C51H128N8O3S in total at a distorted geometry (the ωB97M-V functional and the def2-TZVPD basis, OMol25).

Element x y z (Å)
S (0.13484, -6.34626, -27.44311)
O (0.30972, -7.17958, -28.61419)
O (-0.60741, -5.10660, -27.48253)
O (1.52091, -6.07507, -26.73044)
N (-1.39980, 0.56314, -18.83429)
N (-2.81734, -3.31695, -13.25495)
N (-0.70527, -0.95163, -24.61947)
N (5.76438, -5.45221, -23.58334)
N (-3.95695, -9.78371, -19.71229)
N (3.28669, -3.32276, -14.40482)
N (6.17175, -9.89275, -19.10517)
N (0.68446, -5.37228, -20.38711)
C (-3.45546, -8.84842, -20.74016)
C (5.27228, -8.83854, -18.67056)
C (2.03999, -1.73448, -15.80121)
C (4.99489, -6.62488, -23.96693)
C (-0.10873, -1.81304, -25.60864)
C (2.08574, -5.27259, -20.03072)
C (0.00653, -4.30128, -18.23694)
C (-5.56948, -9.86215, -17.85655)
C (-1.14080, -3.70943, -11.46740)
C (2.67625, -4.58002, -28.27529)
C (-0.57505, -7.37134, -26.11445)
C (-1.66368, -0.01161, -25.11722)
C (5.44622, -4.22021, -15.22652)
C (7.56483, -9.48544, -19.08813)
C (-3.46381, -11.15943, -19.87906)
C (0.63748, -3.03740, -25.06510)
C (5.70831, -4.36978, -25.86969)
C (0.11000, 1.50003, -17.11864)
C (-4.22584, -12.03155, -20.86443)
C (4.89380, -4.53972, -22.84749)
C (-2.32611, -0.51508, -19.14729)
C (-1.41364, -3.19625, -12.88405)
C (2.72617, -5.88859, -27.51632)
C (0.38717, -6.39624, -21.37321)
C (8.59238, -10.48696, -19.60053)
C (6.53429, -4.82774, -24.66276)
C (2.39482, -3.19486, -15.56310)
C (-3.02378, -7.55113, -20.05966)
C (3.69323, -2.47667, -12.11525)
C (1.16328, 0.54510, -23.82361)
C (5.51335, -8.31242, -17.24546)
C (-5.35197, -9.62308, -19.36769)
C (1.23236, -6.30207, -22.66342)
C (0.69228, -0.36721, -19.86505)
C (-3.66751, -2.35413, -12.56118)
C (2.66297, -3.06452, -13.12195)
C (-3.07845, -3.41093, -14.68583)
C (5.77935, -10.54479, -20.35338)
C (5.55817, -3.22910, -22.43675)
C (-2.68044, 0.51937, -24.08220)
C (-0.38085, 0.73590, -19.87227)
C (-3.27977, -0.23487, -20.29340)
C (5.85729, -7.73193, -24.54580)
C (-2.42578, -2.36126, -15.57957)
C (4.16711, -4.47430, -14.40018)
C (-0.92844, 0.47670, -17.47554)
C (5.81636, -9.65981, -21.59053)
C (-0.23253, -5.42425, -19.26459)
C (0.12301, -0.52324, -23.50681)
C (-5.05151, -2.90688, -12.25678)
C (2.70678, -6.41585, -19.18990)
H (-0.01726, 1.76618, -19.77784)
H (-1.21742, 0.89442, -25.56980)
H (5.29636, -8.71266, -21.40738)
H (-2.20704, -0.45977, -25.95111)
H (6.53530, -8.14543, -16.92337)
H (-1.82574, -1.49473, -19.20708)
H (-4.90874, -10.67497, -17.55749)
H (-5.64783, -3.00245, -13.16563)
H (-5.68311, -8.60577, -19.57885)
H (-0.88517, -2.25680, -13.09245)
H (-6.00676, -10.28889, -19.93977)
H (1.10522, 1.43275, -17.56992)
H (-0.10284, -3.72469, -24.63800)
H (-4.28911, -8.70972, -21.44240)
H (5.24185, -3.40129, -25.68745)
H (2.87854, -1.04129, -15.73942)
H (-3.80370, -7.06802, -19.47430)
H (6.18178, -7.48184, -25.55764)
H (6.26714, -4.85125, -14.87277)
H (1.25181, -2.85674, -24.18057)
H (-0.86423, -4.27298, -17.58454)
H (2.16017, -4.34853, -19.45732)
H (4.89776, -2.79413, -21.68371)
H (4.23036, -1.65528, -12.58236)
H (-1.66662, -4.63792, -11.24661)
H (-1.77332, 0.57572, -16.79004)
H (3.12257, -2.15908, -11.23844)
H (2.84569, -6.72366, -28.21010)
H (2.95147, -3.66197, -16.37475)
H (8.52400, -11.43322, -19.05444)
H (-6.60054, -10.11807, -17.61475)
H (-2.97647, -0.69159, -18.27820)
H (1.59876, -0.07975, -20.39687)
H (-1.25177, -5.25638, -19.61895)
H (-5.57451, -2.39669, -11.44924)
H (-4.96783, -3.94301, -11.91018)
H (7.67687, -8.61889, -19.77293)
H (-0.09897, -4.01996, -11.34600)
H (-2.21537, 1.13852, -23.31906)
H (-2.86501, -4.43677, -15.00171)
H (0.41889, -1.22444, -26.37720)
H (1.71423, 0.97397, -22.98479)
H (8.51232, -10.80471, -20.64082)
H (6.80569, -9.28185, -21.88043)
H (-3.70463, 0.75886, -20.15774)
H (-2.61550, -9.26333, -21.29431)
H (6.41960, -4.19087, -26.68154)
H (4.75364, -10.91411, -20.29122)
H (1.24400, -1.28249, -15.20546)
H (0.68648, -7.37817, -20.95361)
H (-5.28082, -12.11432, -20.60559)
H (0.91836, -0.64811, -18.84001)
H (0.87835, -4.57238, -17.63514)
H (3.65853, -5.36673, -14.79243)
H (-0.21179, -6.40836, -18.77175)
H (5.26330, -8.63954, -24.68774)
H (5.07246, -9.05406, -16.57094)
H (1.63795, -1.68102, -16.82088)
H (3.75640, -6.14795, -19.07674)
H (5.60695, -2.48130, -23.23300)
H (-2.80904, -6.80537, -20.83769)
H (4.89898, -7.42366, -17.09609)
H (1.09993, -3.59747, -25.87032)
H (6.58538, -3.33258, -22.09209)
H (7.28234, -5.59532, -24.88858)
H (7.20749, -4.04268, -24.31631)
H (4.13762, -6.34294, -24.60678)
H (-2.40497, -11.11552, -20.12568)
H (4.36094, -3.25017, -11.73869)
H (-1.50304, -7.82190, -26.45095)
H (3.94983, -4.33455, -23.38522)
H (1.76756, -4.37165, -28.83954)
H (1.46342, -3.74511, -15.36614)
H (2.14841, -6.88354, -22.58174)
H (-0.68040, -6.74933, -25.23089)
H (3.54872, -5.97351, -26.81101)
H (2.29639, -3.95207, -12.58047)
H (-3.13331, -2.15985, -11.63116)
H (-3.84209, -13.04846, -20.74825)
H (0.56535, -6.63200, -23.45736)
H (9.54633, -9.97597, -19.47289)
H (4.41638, -7.00022, -23.11448)
H (3.55329, -4.53160, -28.92533)
H (-3.47586, 1.04260, -24.60955)
H (4.23943, -9.16667, -18.76227)
H (0.54759, -1.34990, -22.93817)
H (2.72795, -3.69173, -27.63792)
H (6.69656, -7.99194, -23.90649)
H (-2.67350, -0.24156, -21.20712)
H (-0.63405, -0.11411, -22.83248)
H (5.45940, -7.98951, -19.35268)
H (1.53734, -5.28185, -22.90497)
H (-2.39957, -1.40009, -15.06723)
H (4.97489, -5.10341, -26.19190)
H (-3.77486, -1.41213, -13.12184)
H (-1.35569, -2.59900, -15.67048)
H (4.56319, -5.08351, -21.95571)
H (5.44019, -10.05451, -22.53503)
H (-1.34297, -2.91608, -10.74655)
H (-0.91250, -2.32158, -26.15580)
H (-3.57178, -11.60064, -18.88047)
H (4.49588, -4.71876, -13.39176)
H (5.25030, -4.51079, -16.26015)
H (2.22010, -6.39579, -18.21003)
H (-4.13027, -11.65321, -21.88231)
H (-4.05150, -0.97965, -20.47233)
H (0.69456, 1.39005, -24.34206)
H (0.22873, -1.19109, -20.41088)
H (0.15266, -8.15009, -25.89414)
H (0.28177, 1.60453, -16.04655)
H (-0.18175, 2.49736, -17.47683)
H (7.86849, -9.14629, -18.10116)
H (5.82489, -3.20413, -15.14580)
H (-0.86750, 0.86392, -20.84226)
H (-0.67665, -6.54676, -21.54112)
H (-2.09070, -7.73477, -19.53383)
H (0.26061, -3.34335, -18.68926)
H (1.93697, 0.27083, -24.55008)
H (-0.88257, -3.94689, -13.48771)
H (6.43205, -11.41158, -20.42189)
H (-4.15988, -3.30761, -14.81910)
H (2.57514, -7.41185, -19.60826)
H (-5.29511, -8.97322, -17.29020)
H (-2.79743, -2.47424, -16.59568)
H (-3.14037, -0.34493, -23.59644)
H (2.75906, -5.16699, -20.88361)
H (1.83958, -2.35844, -13.21488)
H (-0.47062, -0.48557, -17.17298)

Calculated values
LUMO level: 0.37 eV
electronic energy: -83856.7484 eV
energy above the lowest of the compared OMol25 structures with the same formula, charge and spin: 67.5 kcal per mole
SMILES: CCOS(C)(=O)=O.CCN(CC)CC.CCN(CC)CC.CCN(CC)CC.CCN(CC)CC.CCN(CC)CC.CCN(CC)CC.CCN(CC)CC.CCN(CC)CC
orbital gap: 0.303 Ha
molecular weight: 933.71 Da